C12H22N3OPb2 | ωB97M-V/def2-TZVPD

Last column: Mulliken charge in e.
Atoms and positions in Å:
Pb1 3.941 -0.022 -2.381  1.3985
Pb2 4.578 2.274 0.417  1.4797
O1 2.920 0.767 -0.241  -0.6035
H1 2.157 0.495 0.292  0.1993
C1 -2.311 1.428 -2.393  -1.4418
C2 -1.380 1.623 -1.191  0.2203
C3 -0.043 2.203 -1.606  -0.2525
C4 0.748 1.303 -2.452  0.4835
N1 1.413 0.648 -3.130  -0.5929
H2 -3.213 0.904 -2.091  0.3947
H3 -1.883 0.793 -3.175  0.3750
H4 -2.454 2.380 -2.904  0.3865
H5 -1.213 0.684 -0.646  -0.0576
H6 -1.816 2.189 -0.367  0.2295
H7 0.587 2.487 -0.759  0.0412
H8 -0.220 3.127 -2.165  0.4456
C5 -0.571 -3.687 -1.736  -1.1054
C6 0.039 -4.000 -0.382  -0.6956
C7 0.982 -2.938 0.191  0.1988
C8 2.007 -2.513 -0.765  0.3715
N2 2.768 -2.185 -1.564  -0.4874
H9 0.193 -3.598 -2.511  0.3548
H10 -1.143 -2.756 -1.716  0.2536
H11 -1.257 -4.487 -2.005  0.3616
H12 0.553 -4.964 -0.347  0.3517
H13 -0.777 -4.233 0.307  0.3867
H14 1.417 -3.300 1.124  0.3953
H15 0.438 -2.035 0.486  -0.1656
C9 0.069 0.133 2.874  -0.3792
C10 -1.158 0.999 2.640  -0.3197
C11 -0.817 2.466 2.391  0.0650
C12 -0.388 3.168 3.620  -0.0960
N3 -0.040 3.697 4.576  -0.3394
H16 -0.183 -0.908 3.073  0.3363
H17 0.666 0.577 3.671  0.4251
H18 0.705 0.065 1.976  -0.4221
H19 -1.884 0.903 3.445  0.4135
H20 -1.666 0.703 1.718  0.2012
H21 -1.701 3.048 2.120  0.3648
H22 -0.064 2.564 1.606  -0.1748

Computed properties:
charge = +3
spin multiplicity = 1


C12H22N4O4 | ωB97M-V/def2-TZVPD

Last column: Mulliken charge in e.
Atoms and positions in Å:
C1 -1.290 3.295 2.817  -1.0509
N1 -1.105 2.123 1.935  0.0391
C2 -2.001 1.092 1.815  0.0500
O1 -3.016 1.001 2.488  -0.6630
C3 -1.665 -0.118 0.936  0.1922
N2 -0.202 -0.111 0.644  0.1681
C4 0.561 -1.181 0.581  0.4260
O2 0.155 -2.330 0.628  -0.7375
C5 2.080 -0.919 0.373  0.2106
C6 2.853 -2.188 -0.017  -1.0239
C7 2.685 -2.540 -1.524  0.4226
N3 1.724 -3.412 -1.853  -0.3565
O3 3.429 -2.011 -2.359  -0.6942
N4 2.406 0.192 -0.573  -0.0972
C8 2.190 1.492 -0.382  0.9033
C9 2.398 2.408 -1.547  -1.3287
O4 1.690 1.959 0.635  -0.8522
C10 -2.408 -0.060 -0.389  0.4469
C11 -1.905 -1.032 -1.495  -1.5696
C12 -3.868 -0.474 -0.154  -1.5623
H1 -1.911 3.956 2.208  0.3302
H2 -0.328 3.721 3.005  0.3574
H3 -1.785 3.066 3.763  0.3221
H4 -0.207 2.081 1.472  -0.1234
H5 -1.969 -1.001 1.496  0.6013
H6 0.272 0.767 0.569  0.0583
H7 2.503 -0.640 1.355  0.2830
H8 3.938 -2.038 0.143  0.4109
H9 2.481 -3.025 0.581  0.4066
H10 1.009 -3.630 -1.188  0.2435
H11 1.631 -3.667 -2.819  0.2601
H12 2.914 -0.162 -1.412  0.3358
H13 2.509 3.416 -1.123  0.3694
H14 3.242 2.128 -2.111  0.4126
H15 1.458 2.366 -2.090  0.2730
H16 -2.476 0.951 -0.808  0.2521
H17 -0.924 -0.753 -1.832  0.2605
H18 -1.883 -2.034 -1.112  0.3265
H19 -2.548 -0.977 -2.386  0.5157
H20 -4.390 0.243 0.515  0.3356
H21 -3.862 -1.452 0.316  0.4004
H22 -4.388 -0.501 -1.100  0.4458

Computed properties:
SMILES string = CNC(=O)[C@H](NC(=O)[C@@H](CC(N)=O)NC(C)=O)C(C)C
spin multiplicity = 1


C12H22O | ωB97M-V/def2-TZVPD

Last column: Mulliken charge in e.
Atoms and positions in Å:
C1 0.362 2.976 0.696  -0.2981
C2 -0.439 1.711 0.603  0.4247
C3 -1.171 1.582 -0.772  -1.3937
C4 -0.504 1.793 -1.936  -0.2950
C5 0.808 1.088 -1.929  -0.2024
C6 0.373 -0.478 -2.059  -1.0616
C7 -0.092 -1.243 -0.893  0.5114
C8 1.105 -1.852 -0.323  -1.1369
C9 0.303 -2.913 0.893  -0.4923
C10 -0.224 -1.952 2.153  -0.7343
C11 -0.809 -0.533 2.189  -0.2026
C12 0.122 0.469 1.302  -1.3523
H1 -0.026 3.843 0.212  0.4184
H2 -1.272 1.972 1.408  0.3531
H3 -1.528 0.590 -0.718  0.7855
H4 -2.138 2.277 -0.784  0.2710
H5 -1.328 1.299 -2.856  0.1866
H6 -0.608 3.064 -2.082  0.2757
H7 1.141 0.985 -3.104  0.3204
H8 1.607 1.259 -1.096  0.2453
H9 1.334 -1.004 -2.597  0.3744
H10 -0.440 -0.410 -2.836  0.3741
H11 -0.707 -2.167 -1.178  0.2443
H12 -0.473 -0.452 0.043  -0.8614
H13 1.976 -1.375 0.233  0.3771
H14 1.489 -2.454 -1.179  0.4397
H15 1.307 -3.456 0.998  0.3506
H16 -0.637 -3.481 0.235  0.2892
H17 -0.812 -2.564 2.917  0.3281
H18 0.882 -1.672 2.403  0.2390
H19 -2.070 -0.648 1.962  0.2051
H20 -0.380 -0.392 3.588  0.2656
H21 0.749 1.010 1.962  0.7167
H22 0.835 -0.077 0.794  0.5976
O1 1.266 3.205 1.753  -0.5630

Computed properties:
spin multiplicity = 1


HOMO-LUMO gap for the records above, in order: 3.9, 10.0, 9.3 eV
Energy above the lowest of the compared OMol25 structures with the same formula, charge and spin for the records above, in order: 0.0, 14.4, 1161.3 kJ/mol
E for the records above, in order: -29782.398, -26953.617, -14835.973 eV